1.
Below is 2 unconnected molecules or ions with the total composition C5H14S at a distorted geometry, with properties calculated with ωB97M-V/def2-TZVPD.

Computed properties:
Lowest unoccupied orbital energy (eV): 0.90
Net charge: 0
Energy above the lowest of the compared OMol25 structures with the same formula, charge and spin (eV): 0.4970
Highest occupied orbital energy (eV): -8.4614
Molecular weight (g/mol): 106.234
SMILES string: CCC.CSC
Calculated total energy (eV): -16246.8040

Each line ends with the Löwdin charge.
Cartesian coordinates (Å):
C1 1.321 -1.277 -0.664  -0.134
C2 2.804 -1.318 -1.032  -0.316
C3 3.508 0.026 -0.859  -0.123
H1 1.202 -0.977 0.347  0.051
H2 0.817 -2.231 -0.837  0.069
H3 0.733 -0.584 -1.272  0.069
H4 3.232 -2.029 -0.355  0.088
H5 2.888 -1.649 -2.066  0.098
H6 3.247 0.715 -1.651  0.064
H7 3.121 0.535 0.025  0.068
H8 4.585 -0.119 -0.844  0.067
C4 -2.680 1.101 2.340  -0.470
S1 -4.157 1.186 1.336  0.727
C5 -3.464 0.882 -0.321  -0.411
H9 -2.525 0.120 2.785  0.027
H10 -1.734 1.334 1.841  0.037
H11 -2.714 1.869 3.117  0.025
H12 -2.644 0.190 -0.184  0.027
H13 -3.303 1.825 -0.832  0.029
H14 -4.235 0.399 -0.875  0.008

Forces on atoms 1 to 3 (eV/Å):
-0.28 -0.04 -1.30
-0.90 0.61 -0.15
-0.60 -0.11 -0.04



2.
Below is 2 unconnected molecules or ions with the total composition C5H14S at a distorted geometry, with properties calculated with ωB97M-V/def2-TZVPD.

Computed properties:
Lowest unoccupied orbital energy (eV): 0.96
Net charge: 0
Energy above the lowest of the compared OMol25 structures with the same formula, charge and spin (eV): 0.8483
Highest occupied orbital energy (eV): -8.5530
Molecular weight (g/mol): 106.234
SMILES string: CCSC.CC
Calculated total energy (eV): -16246.4528

Each line ends with the Löwdin charge.
Cartesian coordinates (Å):
C1 0.680 1.739 2.083  -0.176
C2 0.481 0.873 0.856  -0.573
S1 1.319 1.414 -0.692  0.779
C3 2.897 0.530 -0.762  -0.433
H1 -0.005 1.483 2.892  0.071
H2 0.526 2.808 1.903  0.068
H3 1.715 1.749 2.445  0.066
H4 0.708 -0.182 1.004  0.070
H5 -0.602 0.803 0.794  0.044
H6 3.663 1.104 -1.271  0.028
H7 3.311 0.485 0.259  0.032
H8 2.819 -0.533 -0.988  0.032
C4 -1.795 -0.903 -1.019  -0.176
C5 -2.552 -2.217 -1.131  -0.163
H9 -1.268 -0.692 -1.954  0.067
H10 -2.445 -0.013 -0.959  0.072
H11 -1.171 -0.725 -0.161  0.013
H12 -3.438 -2.212 -0.483  0.061
H13 -1.919 -3.001 -0.711  0.060
H14 -2.924 -2.510 -2.105  0.059

Forces on atoms 1 to 3 (eV/Å):
1.14 0.82 0.34
-0.05 -0.30 0.31
-0.67 0.29 -0.11



3.
Below is a molecular structure, C5H15AgIN5O10, with properties calculated with ωB97M-V/def2-TZVPD.

Computed properties:
Lowest unoccupied orbital energy (spin up / spin down) (eV): -2.88 / -5.96
Net charge: +1
Highest occupied orbital energy (spin up / spin down) (eV): -12.6333 / -12.3951
⟨S²⟩: 0.753
Molecular weight (g/mol): 539.972
Calculated total energy (eV): -45433.3849
Spin multiplicity: 2

Each line ends with the Mulliken spin population.
Cartesian coordinates (Å):
Ag1 0.354 0.181 -0.282  0.023
I1 1.986 0.348 -2.669  0.987
C1 -0.455 4.612 1.143  0.000
N1 0.122 3.242 1.271  0.000
O1 0.507 2.894 2.353  0.000
O2 0.169 2.568 0.249  0.006
H1 0.290 5.225 0.644  0.000
H2 -0.579 4.987 2.154  0.000
H3 -1.389 4.522 0.606  0.000
C2 2.144 -4.007 0.846  0.000
N2 0.946 -3.155 0.643  0.001
O3 1.122 -1.977 0.414  0.006
O4 -0.137 -3.691 0.696  0.000
H4 3.023 -3.497 0.478  0.000
H5 1.939 -4.941 0.328  0.000
H6 2.202 -4.214 1.910  0.000
C3 -3.645 1.853 -1.629  0.001
N3 -2.463 1.284 -2.325  0.000
O5 -1.414 1.215 -1.712  -0.003
O6 -2.624 0.866 -3.448  -0.002
H7 -3.286 2.440 -0.789  -0.001
H8 -4.225 1.017 -1.248  0.000
H9 -4.195 2.460 -2.334  0.000
C4 3.286 0.967 3.447  0.000
N4 2.594 0.025 2.532  0.000
O7 2.194 0.494 1.481  0.001
O8 2.461 -1.121 2.885  0.000
H10 3.983 1.564 2.872  0.000
H11 3.818 0.387 4.195  0.000
H12 2.507 1.551 3.928  0.000
C5 -1.569 -2.907 -3.225  0.003
N5 -1.673 -2.141 -1.966  -0.004
O9 -2.679 -2.225 -1.317  0.002
O10 -0.697 -1.475 -1.643  -0.018
H13 -1.082 -2.321 -3.992  -0.001
H14 -2.562 -3.238 -3.507  0.000
H15 -0.974 -3.793 -2.990  0.000

Forces on atoms 1 to 3 (eV/Å):
0.20 0.18 0.34
0.04 0.03 -0.07
0.33 0.01 0.56



4.
Below is a gas-phase ion, C5H15BNO3 (charge +1) at a distorted geometry, with properties calculated with ωB97M-V/def2-TZVPD.

Computed properties:
Lowest unoccupied orbital energy (eV): -2.67
Net charge: +1
Energy above the lowest of the compared OMol25 structures with the same formula, charge and spin (eV): 0.0000
Highest occupied orbital energy (eV): -14.4708
Molecular weight (g/mol): 147.991
SMILES string: C[N+](C)(C)CCOB(O)O
Calculated total energy (eV): -13734.2995

Each line ends with the Löwdin charge.
Cartesian coordinates (Å):
C1 -1.676 -1.753 0.384  0.004
N1 -0.379 -1.225 -0.160  -0.319
C2 -0.341 -1.599 -1.677  0.048
C3 0.729 -1.775 0.675  0.022
C4 -0.424 0.275 -0.031  -0.120
C5 0.657 1.004 -0.797  -0.165
O1 0.694 2.415 -0.634  0.111
B1 0.831 2.915 0.655  -0.769
O2 0.788 2.023 1.701  0.168
O3 0.923 4.280 0.838  0.199
H1 -2.549 -1.250 -0.026  0.117
H2 -1.748 -2.788 0.152  0.097
H3 -1.731 -1.633 1.464  0.120
H4 -0.640 -2.632 -1.900  0.114
H5 0.641 -1.465 -2.060  0.089
H6 -1.025 -0.919 -2.228  0.127
H7 0.549 -2.836 0.757  0.107
H8 0.723 -1.328 1.664  0.117
H9 1.738 -1.639 0.236  0.125
H10 -0.298 0.525 1.016  0.114
H11 -1.397 0.673 -0.308  0.152
H12 0.549 0.862 -1.878  0.133
H13 1.648 0.627 -0.493  0.142
H14 0.893 2.395 2.592  0.142
H15 0.847 4.849 0.057  0.124

Forces on atoms 1 to 3 (eV/Å):
-0.28 0.38 0.50
-1.01 0.46 -1.35
-0.81 0.24 0.45



5.
Below is a molecular structure, C5H15Ba2F3NO4 at a distorted geometry, with properties calculated with ωB97M-V/def2-TZVPD.

Computed properties:
Lowest unoccupied orbital energy (eV): -11.86
Net charge: +3
Energy above the lowest of the compared OMol25 structures with the same formula, charge and spin (eV): 0.0000
Highest occupied orbital energy (eV): -18.0291
Molecular weight (g/mol): 484.828
Calculated total energy (eV): -24621.3306

Each line ends with the Löwdin charge.
Cartesian coordinates (Å):
N1 2.555 -2.071 -3.346  0.324
H1 1.968 -1.462 -2.794  -0.027
H2 2.035 -2.466 -4.117  0.178
H3 2.816 -2.777 -2.673  0.152
H4 3.286 -1.493 -3.734  0.145
Ba1 1.349 -1.602 0.350  1.959
Ba2 2.833 1.447 -2.021  1.938
O1 0.920 -0.521 -2.018  -0.763
H5 0.076 -0.143 -1.704  -0.065
C1 0.612 1.636 1.484  -0.328
O2 0.091 0.316 1.877  -0.329
O3 1.489 1.179 0.479  -0.556
C2 -0.657 2.516 1.074  -0.560
F1 -1.209 2.839 2.248  0.165
F2 -0.412 3.661 0.462  0.189
F3 -1.618 1.832 0.426  0.149
C3 -0.597 0.173 3.149  -0.212
C4 -0.706 -1.308 3.529  -0.065
H6 -1.300 -1.514 4.419  0.106
H7 -1.212 -1.872 2.745  0.072
H8 0.290 -1.694 3.749  0.071
H9 -1.634 0.438 2.945  0.130
H10 -0.112 0.727 3.953  0.145
H11 1.115 2.109 2.327  0.170
C5 -2.275 0.186 -1.989  -0.175
O4 -1.759 -0.639 -2.935  -0.090
H12 -3.118 0.802 -2.299  0.119
H13 -2.490 -0.452 -1.131  0.096
H14 -1.520 0.902 -1.665  0.053
H15 -0.816 -0.750 -2.792  0.009

Forces on atoms 1 to 3 (eV/Å):
0.45 -0.14 -0.13
-2.17 1.07 0.21
-0.50 -0.44 -0.46



6.
Below is a single C5H15ClSi2 molecule at a distorted geometry, with properties calculated with ωB97M-V/def2-TZVPD.

Computed properties:
Lowest unoccupied orbital energy (eV): 0.89
Net charge: 0
Energy above the lowest of the compared OMol25 structures with the same formula, charge and spin (eV): 0.0000
Highest occupied orbital energy (eV): -9.3450
Molecular weight (g/mol): 166.800
SMILES string: C[Si](C)(C)[Si](C)(C)Cl
Calculated total energy (eV): -33708.5347

Each line ends with the Löwdin charge.
Cartesian coordinates (Å):
C1 -2.020 -0.544 -0.715  -0.225
Si1 -0.166 -0.726 -0.641  0.442
C2 0.330 -2.295 0.284  -0.209
C3 0.434 -0.891 -2.415  -0.210
Si2 0.632 1.110 0.516  0.051
C4 -0.696 2.346 0.786  -0.273
C5 1.519 0.849 2.112  -0.228
Cl1 1.865 2.098 -0.782  0.320
H1 -2.589 -1.479 -0.859  0.044
H2 -2.184 0.132 -1.546  0.025
H3 -2.297 -0.054 0.223  0.016
H4 0.688 -3.098 -0.357  0.027
H5 1.060 -2.069 1.033  -0.008
H6 -0.506 -2.727 0.820  0.024
H7 -0.405 -0.914 -3.102  0.026
H8 1.066 -0.048 -2.673  -0.005
H9 1.015 -1.802 -2.534  0.024
H10 -1.361 1.987 1.562  0.030
H11 -1.286 2.534 -0.110  0.033
H12 -0.273 3.284 1.117  0.029
H13 2.298 1.597 2.220  0.031
H14 0.935 0.838 3.020  0.036
H15 1.945 -0.131 2.041  0.002

Forces on atoms 1 to 3 (eV/Å):
0.07 -0.13 0.46
0.01 -1.28 -0.32
-0.50 -0.10 -0.18



Q: Look up the molecular weight of the fourth one.
A: 147.991 g/mol



What did the first record say?
Below is 2 unconnected molecules or ions with the total composition C5H14S at a distorted geometry, with properties calculated with ωB97M-V/def2-TZVPD.

Computed properties:
Lowest unoccupied orbital energy (eV): 0.90
Net charge: 0
Energy above the lowest of the compared OMol25 structures with the same formula, charge and spin (eV): 0.4970
Highest occupied orbital energy (eV): -8.4614
Molecular weight (g/mol): 106.234
SMILES string: CCC.CSC
Calculated total energy (eV): -16246.8040

Each line ends with the Löwdin charge.
Cartesian coordinates (Å):
C1 1.321 -1.277 -0.664  -0.134
C2 2.804 -1.318 -1.032  -0.316
C3 3.508 0.026 -0.859  -0.123
H1 1.202 -0.977 0.347  0.051
H2 0.817 -2.231 -0.837  0.069
H3 0.733 -0.584 -1.272  0.069
H4 3.232 -2.029 -0.355  0.088
H5 2.888 -1.649 -2.066  0.098
H6 3.247 0.715 -1.651  0.064
H7 3.121 0.535 0.025  0.068
H8 4.585 -0.119 -0.844  0.067
C4 -2.680 1.101 2.340  -0.470
S1 -4.157 1.186 1.336  0.727
C5 -3.464 0.882 -0.321  -0.411
H9 -2.525 0.120 2.785  0.027
H10 -1.734 1.334 1.841  0.037
H11 -2.714 1.869 3.117  0.025
H12 -2.644 0.190 -0.184  0.027
H13 -3.303 1.825 -0.832  0.029
H14 -4.235 0.399 -0.875  0.008

Forces on atoms 1 to 3 (eV/Å):
-0.28 -0.04 -1.30
-0.90 0.61 -0.15
-0.60 -0.11 -0.04